Entry 1:
{"formula": "C29H51ClF2NO2PSi2", "method": "the ωB97M-V functional and the def2-TZVPD basis", "species": ["C", "C", "C", "C", "C", "C", "C", "C", "C", "C", "C", "Si", "O", "Si", "F", "C", "C", "C", "F", "C", "C", "C", "Cl", "P", "N", "O", "H", "H", "H", "H", "H", "H", "H", "H", "H", "H", "H", "H", "H", "H", "H", "H", "H", "H", "H", "H", "H", "H", "H", "H", "H", "H", "H", "H", "H", "H", "H", "H", "H", "H", "H", "H", "H", "H", "H", "C", "C", "C", "C", "C", "C", "H", "H", "H", "H", "H", "H", "C", "C", "C", "C", "C", "C", "H", "H", "H", "H", "H", "H"], "xyz": [[2.742, -1.109, 1.780], [2.964, -2.279, 0.840], [3.082, -1.952, -0.651], [3.764, -0.630, -0.986], [4.281, -0.588, -2.415], [3.188, -0.555, -3.486], [2.958, 0.823, -4.080], [2.153, 0.787, -5.370], [0.671, 0.509, -5.205], [-0.047, 1.453, -4.252], [-1.578, 1.271, -4.315], [-2.391, 0.886, -2.677], [-1.420, 1.283, -1.390], [-0.286, 0.293, -0.720], [0.306, -0.692, -1.825], [-0.909, -0.691, 0.713], [-0.008, -1.925, 0.924], [-0.331, -3.077, -0.005], [-1.023, -4.069, 0.692], [1.123, 1.376, -0.162], [1.335, 2.660, -0.964], [1.780, 3.834, -0.112], [3.512, 3.768, 0.254], [-3.004, -1.292, -2.728], [-4.023, -1.425, -1.366], [-4.059, -1.184, -4.011], [3.468, -0.314, 1.652], [2.840, -1.456, 2.804], [1.743, -0.693, 1.690], [2.121, -2.955, 0.964], [3.848, -2.830, 1.149], [3.655, -2.739, -1.134], [2.092, -1.946, -1.101], [3.040, 0.177, -0.852], [4.572, -0.423, -0.290], [4.913, -1.460, -2.565], [4.902, 0.295, -2.538], [2.256, -0.937, -3.076], [3.484, -1.219, -4.293], [3.932, 1.248, -4.315], [2.514, 1.485, -3.338], [2.565, -0.023, -5.969], [2.315, 1.692, -5.949], [0.204, 0.625, -6.180], [0.540, -0.517, -4.868], [0.237, 2.472, -4.493], [0.332, 1.261, -3.251], [-2.041, 2.175, -4.696], [-1.800, 0.457, -5.000], [-3.637, 1.697, -2.540], [-1.952, -0.974, 0.605], [-0.840, -0.073, 1.602], [-0.118, -2.284, 1.942], [1.032, -1.639, 0.781], [-0.970, -2.776, -0.832], [0.562, -3.529, -0.425], [2.012, 0.756, -0.282], [1.047, 1.582, 0.902], [0.441, 2.981, -1.494], [2.104, 2.510, -1.717], [1.589, 4.769, -0.624], [1.222, 3.857, 0.817], [-4.110, -2.399, -1.104], [-4.954, -1.040, -1.488], [-4.407, -0.289, -4.104], [-4.958, -0.930, 4.560], [-5.026, 0.415, 4.896], [-4.789, 1.384, 3.931], [-4.474, 1.006, 2.633], [-4.409, -0.340, 2.298], [-4.654, -1.308, 3.260], [-5.128, -1.686, 5.316], [-5.252, 0.707, 5.913], [-4.832, 2.432, 4.196], [-4.272, 1.760, 1.882], [-4.155, -0.634, 1.288], [-4.588, -2.357, 3.002], [0.734, 1.260, 4.308], [1.414, 0.709, 5.385], [0.763, -0.168, 6.241], [-0.566, -0.501, 6.017], [-1.245, 0.044, 4.937], [-0.596, 0.929, 4.087], [1.241, 1.949, 3.643], [2.451, 0.965, 5.558], [1.293, -0.593, 7.084], [-1.071, -1.189, 6.682], [-2.280, -0.215, 4.756], [-1.133, 1.363, 3.252]], "mulliken_charge": [-0.5764, -1.1876, 0.5986, -0.0250, -1.5914, 0.2261, 0.4165, -1.4230, -0.7962, 0.8439, -1.0823, -0.0858, -0.2271, 0.8119, -0.3708, 0.9383, 1.3485, 0.0132, -0.4467, 0.6578, -0.1055, -0.8815, -0.2307, -0.0769, -0.3132, -0.4751, 0.3003, 0.4681, 0.0800, 0.5386, 0.3893, 0.6818, -0.5051, 0.1006, 0.4981, 0.3926, 0.4702, -0.2269, 0.5021, 0.6146, -0.9193, 0.3695, 0.4010, 0.4655, 0.3294, 0.5706, -1.1510, 0.4068, 0.6094, -0.2278, 0.0910, -0.9278, 0.8789, -2.5796, -0.0945, 0.3420, -0.7094, 0.2601, 0.2444, -0.3435, 0.4324, 0.3866, 0.2542, 0.2594, 0.3296, -0.5256, -0.4231, -0.4295, -0.6559, 0.1255, -0.4805, 0.3723, 0.3718, 0.3768, 0.4246, 0.4438, 0.3774, -0.3642, -0.6138, -0.3830, -0.6029, 0.2246, -0.4597, 0.4157, 0.4100, 0.3800, 0.4118, 0.1992, 0.4636], "orbital_gap_ev": 9.11, "total_charge": 0, "spin_multiplicity": 1, "total_energy_ha": -2921.29631}

***

Entry 2:
{"formula": "C5H9N", "method": "the ωB97M-V functional and the def2-TZVPD basis", "species": ["N", "C", "C", "C", "C", "C", "H", "H", "H", "H", "H", "H", "H", "H", "H"], "xyz": [[2.448, 0.407, -0.695], [1.181, -0.141, -0.228], [1.158, -1.518, 0.020], [-2.866, 0.588, 0.669], [-1.249, 0.281, 0.598], [0.073, 0.748, -0.113], [2.720, 1.167, -1.423], [3.163, -0.274, -0.554], [1.976, -2.176, 0.342], [0.191, -2.078, 0.194], [-3.412, -0.151, 0.232], [-2.918, 1.522, 0.220], [-1.795, -0.001, -0.326], [-0.820, -0.186, 1.545], [0.149, 1.812, -0.482]], "lowdin_spin": [0.0025, 0.0527, 0.1611, 0.2909, 0.1922, 0.1718, 0.0001, 0.0018, 0.0155, 0.0102, 0.0282, 0.0253, 0.0342, 0.0029, 0.0108], "orbital_gap_ev": [5.88, 5.54], "total_charge": -1, "spin_multiplicity": 2, "total_energy_ha": -250.41259}

***

Entry 3:
{"formula": "C4H5ClN2S", "method": "the ωB97M-V functional and the def2-TZVPD basis", "species": ["H", "N", "C", "C", "N", "C", "C", "S", "Cl", "H", "H", "H", "H"], "xyz": [[-0.727, -0.279, -2.224], [-0.541, 0.036, -1.273], [-1.579, 0.259, -0.571], [-1.513, 0.473, 0.856], [-0.619, -0.052, 1.616], [0.522, -0.576, 1.144], [1.323, -0.047, 0.182], [2.769, -0.944, -0.287], [1.331, 1.621, -0.228], [-2.603, 0.187, -0.963], [-2.373, 0.906, 1.349], [0.817, -1.520, 1.587], [3.193, -0.064, -1.190]], "nbo_charge": [0.3558, -0.6010, 0.0348, 0.0199, -0.3621, -0.1283, -0.1512, 0.0651, 0.0530, 0.1701, 0.1872, 0.2151, 0.1414], "smiles": "[H]/N=C/C=N\\C=C(\\S)Cl", "orbital_gap_ev": 7.79, "total_charge": 0, "spin_multiplicity": 1, "total_energy_ha": -1123.21670}